This record from OMol25 describes a 10-piece molecular cluster, C20H60O13 overall. The level of theory is ωB97M-V with the def2-TZVPD basis set.

Output
highest occupied orbital energy	-9.67	eV
orbital gap	0.3682	Ha
relative energy (zero: lowest compared OMol25 entry of this formula, charge and spin)	0.935	eV

Geometry as ORCA input:
```
! wB97M-V def2-TZVPD RIJCOSX def2/J DEFGRID3
* xyz 0 1
O -22.504 9.145 -4.457
C -21.592 8.955 -3.332
C -22.066 7.869 -2.474
O -22.025 6.590 -3.081
H -22.502 8.353 -4.982
H -20.570 8.752 -3.710
H -21.601 9.926 -2.740
H -23.111 8.078 -2.137
H -21.461 8.019 -1.530
H -21.174 6.442 -3.542
O -19.320 2.030 -4.002
C -19.874 3.346 -4.078
C -18.711 4.419 -4.188
O -19.435 5.656 -4.267
H -19.862 1.548 -3.399
H -20.461 3.340 -4.970
H -20.430 3.546 -3.203
H -18.111 4.217 -5.083
H -18.041 4.382 -3.304
H -18.863 6.472 -4.284
O -16.371 10.196 -4.699
C -17.694 10.228 -5.106
C -18.239 8.870 -5.476
O -18.259 8.082 -4.306
H -16.284 10.162 -3.725
H -18.294 10.751 -4.398
H -17.691 10.910 -5.992
H -17.789 8.272 -6.290
H -19.260 9.103 -5.800
H -17.348 8.045 -3.951
C -16.390 2.624 -1.508
C -17.692 2.168 -1.017
O -17.898 0.750 -0.689
H -16.316 2.546 -2.567
H -15.502 2.085 -1.038
H -16.210 3.682 -1.168
H -18.430 2.448 -1.757
H -17.940 2.666 -0.101
H -17.474 0.265 -1.426
C -20.772 4.465 -0.487
C -22.272 4.303 -0.488
O -22.693 4.138 -1.823
H -20.453 5.261 -1.170
H -20.230 3.539 -0.723
H -20.308 4.883 0.425
H -22.719 5.135 0.022
H -22.558 3.495 0.212
H -22.696 4.887 -2.339
C -18.651 -1.084 -5.475
C -18.185 -1.614 -4.202
O -17.237 -0.740 -3.536
H -19.106 -0.070 -5.286
H -19.459 -1.708 -5.947
H -17.938 -0.926 -6.237
H -17.624 -2.523 -4.248
H -19.023 -1.792 -3.498
H -17.440 0.145 -3.839
C -13.553 5.671 -3.313
C -14.656 5.845 -4.417
O -15.908 6.292 -3.779
H -12.619 5.502 -3.811
H -13.773 4.851 -2.590
H -13.478 6.635 -2.882
H -14.826 4.910 -5.011
H -14.433 6.610 -5.104
H -16.166 5.622 -3.165
C -17.324 6.834 -0.263
C -16.991 6.997 1.184
O -17.834 6.133 2.000
H -17.411 5.754 -0.465
H -16.563 7.272 -0.921
H -18.226 7.379 -0.585
H -17.176 8.029 1.555
H -15.938 6.759 1.383
H -18.471 6.658 2.502
C -21.767 -0.597 -0.478
C -20.826 0.460 -0.818
O -20.641 0.493 -2.248
H -21.770 -0.559 0.647
H -21.496 -1.556 -0.847
H -22.757 -0.310 -0.837
H -19.890 0.276 -0.271
H -21.095 1.447 -0.492
H -20.260 -0.397 -2.387
C -18.004 11.414 -0.022
C -18.126 10.962 -1.441
O -16.815 10.655 -1.896
H -17.408 12.348 0.097
H -17.414 10.627 0.468
H -18.949 11.411 0.479
H -18.578 11.656 -2.163
H -18.732 10.054 -1.469
H -16.231 11.366 -1.600
*
```

Computed Mulliken charges, given in elementary charges:
1. O -0.58
2. C 0.28
3. C -0.33
4. O -0.41
5. H 0.35
6. H -0.40
7. H 0.29
8. H 0.34
9. H 0.19
10. H 0.26
11. O -0.56
12. C -0.67
13. C 0.53
14. O -0.43
15. H 0.37
16. H 0.55
17. H 0.19
18. H 0.35
19. H -0.40
20. H 0.41
21. O -0.60
22. C -0.36
23. C -0.41
24. O -0.34
25. H 0.46
26. H 0.00
27. H 0.34
28. H 0.32
29. H 0.32
30. H 0.01
31. C -0.96
32. C 0.66
33. O -0.60
34. H 0.37
35. H 0.38
36. H 0.07
37. H -0.58
38. H 0.43
39. H 0.25
40. C 0.45
41. C -0.69
42. O -0.53
43. H -0.17
44. H -0.56
45. H 0.46
46. H 0.37
47. H 0.35
48. H 0.44
49. C -0.80
50. C -0.04
51. O -0.56
52. H 0.09
53. H 0.32
54. H 0.34
55. H 0.35
56. H 0.03
57. H 0.31
58. C -1.02
59. C -0.42
60. O -0.17
61. H 0.40
62. H 0.25
63. H 0.28
64. H 0.26
65. H 0.40
66. H 0.03
67. C -0.01
68. C -0.47
69. O -0.54
70. H -0.12
71. H 0.33
72. H -0.04
73. H 0.22
74. H 0.29
75. H 0.29
76. C -1.34
77. C 0.25
78. O -0.46
79. H 0.35
80. H 0.43
81. H 0.30
82. H 0.17
83. H 0.08
84. H 0.03
85. C -1.32
86. C 0.23
87. O -0.48
88. H 0.37
89. H 0.33
90. H 0.40
91. H 0.25
92. H -0.07
93. H 0.24

***

This record from OMol25 describes a 10-piece molecular cluster, C20H60O20 overall. The level of theory is ωB97M-V with the def2-TZVPD basis set.

Output
highest occupied orbital energy	-9.39	eV
orbital gap	0.3535	Ha
relative energy (zero: lowest compared OMol25 entry of this formula, charge and spin)	3.043	eV

Geometry as ORCA input:
```
! wB97M-V def2-TZVPD RIJCOSX def2/J DEFGRID3
* xyz 0 1
O 0.529 -6.263 2.137
C -0.554 -5.313 1.940
C -0.501 -4.546 0.593
O -0.960 -5.506 -0.347
H 0.236 -6.973 2.713
H -1.513 -5.826 2.016
H -0.532 -4.643 2.800
H 0.515 -4.289 0.296
H -1.076 -3.626 0.481
H -0.424 -5.411 -1.137
O 2.830 3.520 3.737
C 2.450 2.380 4.449
C 1.447 2.709 5.596
O 2.042 3.457 6.690
H 3.272 4.061 4.395
H 2.015 1.729 3.691
H 3.317 1.885 4.889
H 0.973 1.809 5.988
H 0.557 3.279 5.328
H 2.749 3.965 6.286
O 1.181 6.459 -2.602
C 1.708 5.662 -1.563
C 2.048 4.211 -2.025
O 0.847 3.713 -2.539
H 1.567 7.335 -2.532
H 2.658 6.065 -1.210
H 1.111 5.686 -0.652
H 2.373 3.608 -1.176
H 2.801 4.275 -2.811
H 0.682 4.273 -3.301
O 4.212 -2.168 3.225
C 3.089 -2.859 2.556
C 2.025 -1.751 2.161
O 2.304 -1.277 0.898
H 4.784 -2.906 3.447
H 3.399 -3.532 1.757
H 2.659 -3.410 3.393
H 1.951 -1.040 2.984
H 1.097 -2.322 2.147
H 1.870 -0.429 0.781
O 2.035 -2.208 -3.169
C 2.642 -3.414 -2.712
C 1.994 -4.707 -3.196
O 0.686 -4.766 -2.616
H 1.333 -1.919 -2.582
H 3.670 -3.478 -3.070
H 2.819 -3.520 -1.641
H 2.555 -5.557 -2.806
H 2.075 -4.683 -4.282
H 0.254 -4.052 -3.091
O -2.172 3.412 -1.597
C -2.848 3.801 -2.794
C -4.156 3.074 -2.934
O -5.322 3.614 -2.261
H -1.223 3.515 -1.699
H -3.118 4.857 -2.800
H -2.147 3.660 -3.616
H -3.986 2.042 -2.628
H -4.438 2.914 -3.975
H -5.317 3.302 -1.353
O -0.688 -3.413 -4.633
C -0.321 -2.312 -5.473
C -1.118 -1.000 -5.236
O -0.848 -0.206 -6.406
H -1.554 -3.713 -4.919
H 0.714 -2.023 -5.291
H -0.359 -2.615 -6.520
H -0.970 -0.430 -4.319
H -2.194 -1.170 -5.202
H -1.678 0.250 -6.559
O 0.925 3.581 1.546
C -0.348 3.809 2.164
C -0.312 5.300 2.614
O 0.656 5.766 3.515
H 1.577 3.897 2.175
H -1.170 3.674 1.461
H -0.434 3.101 2.988
H -1.262 5.553 3.085
H -0.254 5.952 1.742
H 0.294 5.487 4.360
O 0.906 0.972 0.805
C 0.472 0.831 -0.539
C -0.408 -0.361 -0.666
O 0.398 -1.440 -0.931
H 1.070 1.911 0.920
H -0.126 1.641 -0.954
H 1.283 0.753 -1.263
H -1.110 -0.132 -1.468
H -1.008 -0.531 0.229
H 1.088 -1.541 -0.271
O -2.940 -2.977 3.404
C -3.558 -2.597 2.157
C -4.281 -3.778 1.546
O -5.379 -4.198 2.348
H -3.644 -3.202 4.017
H -4.276 -1.789 2.302
H -2.797 -2.261 1.453
H -3.598 -4.611 1.378
H -4.692 -3.563 0.560
H -5.131 -4.494 3.226
*
```

Mulliken population analysis, charges in e, atoms 1 to 99:
1. O -0.56
2. C -0.65
3. C 0.34
4. O -0.62
5. H 0.32
6. H 0.46
7. H 0.24
8. H 0.30
9. H -0.19
10. H 0.43
11. O -0.45
12. C -0.11
13. C -0.19
14. O -0.52
15. H 0.29
16. H -0.07
17. H 0.36
18. H 0.40
19. H 0.07
20. H 0.28
21. O -0.55
22. C -0.21
23. C -0.47
24. O -0.32
25. H 0.31
26. H 0.48
27. H 0.03
28. H 0.22
29. H 0.33
30. H 0.25
31. O -0.54
32. C -0.67
33. C 0.22
34. O -0.62
35. H 0.29
36. H 0.35
37. H 0.41
38. H 0.15
39. H -0.01
40. H 0.57
41. O -0.46
42. C -0.34
43. C -0.50
44. O -0.55
45. H 0.36
46. H 0.41
47. H 0.05
48. H 0.45
49. H 0.23
50. H 0.33
51. O -0.46
52. C -0.18
53. C -0.63
54. O -0.54
55. H 0.14
56. H 0.28
57. H 0.32
58. H 0.28
59. H 0.35
60. H 0.31
61. O -0.49
62. C -0.36
63. C -0.17
64. O -0.53
65. H 0.27
66. H 0.25
67. H 0.36
68. H 0.08
69. H 0.31
70. H 0.30
71. O -0.67
72. C -0.03
73. C -0.93
74. O -0.49
75. H 0.13
76. H 0.37
77. H 0.24
78. H 0.49
79. H 0.24
80. H 0.33
81. O -0.41
82. C 0.58
83. C -0.28
84. O -0.51
85. H 0.13
86. H -0.39
87. H 0.16
88. H 0.34
89. H -0.02
90. H 0.49
91. O -0.51
92. C -0.04
93. C -0.28
94. O -0.54
95. H 0.30
96. H 0.31
97. H -0.03
98. H 0.16
99. H 0.33

***

This record from OMol25 describes a 10-piece molecular cluster, C20H60O20 overall. The level of theory is ωB97M-V with the def2-TZVPD basis set.

Output
highest occupied orbital energy	-9.15	eV
orbital gap	0.3434	Ha
relative energy (zero: lowest compared OMol25 entry of this formula, charge and spin)	13.989	eV

Geometry as ORCA input:
```
! wB97M-V def2-TZVPD RIJCOSX def2/J DEFGRID3
* xyz 0 1
O 4.476 -2.891 2.631
C 3.707 -2.312 1.566
C 4.606 -1.031 1.168
O 4.083 -0.517 0.039
H 4.975 -3.428 2.274
H 3.343 -2.950 0.597
H 2.655 -2.089 1.883
H 5.494 -1.385 1.186
H 4.501 -0.256 1.962
H 3.245 -0.278 0.055
O -2.102 1.125 -2.357
C -2.786 1.264 -3.630
C -3.433 2.589 -3.661
O -3.923 2.768 -4.890
H -2.633 1.185 -1.782
H -2.040 0.944 -4.398
H -3.405 0.394 -3.840
H -2.763 3.136 -3.363
H -4.310 2.614 -3.005
H -3.249 3.302 -5.388
O 2.823 4.554 2.899
C 4.231 4.228 2.704
C 4.530 2.701 2.636
O 5.976 2.588 2.409
H 2.572 5.457 2.798
H 4.526 4.665 1.836
H 4.635 4.651 3.619
H 4.192 2.124 1.835
H 4.264 2.045 3.537
H 6.366 2.722 3.246
O 2.875 -0.441 -4.369
C 1.817 -1.037 -3.610
C 0.598 -0.177 -3.661
O -0.565 -0.883 -3.263
H 3.716 -1.126 -4.388
H 1.717 -2.008 -4.035
H 2.044 -1.205 -2.603
H 0.421 -0.008 -4.741
H 0.780 0.771 -3.050
H -1.235 -0.177 -3.098
O 2.041 -5.382 -1.391
C 0.815 -4.940 -1.941
C 0.392 -3.645 -1.269
O -0.839 -3.277 -1.805
H 1.946 -5.604 -0.468
H 1.060 -4.759 -3.053
H 0.092 -5.801 -1.764
H 1.195 -2.952 -1.532
H 0.267 -3.623 -0.270
H -0.551 -2.707 -2.599
O 1.586 3.384 0.131
C 0.954 4.542 -0.547
C 0.209 4.017 -1.707
O -0.096 5.233 -2.388
H 1.765 3.801 1.009
H 0.349 5.103 0.073
H 1.824 5.348 -0.947
H -0.656 3.442 -1.428
H 0.826 3.300 -2.354
H 0.660 5.652 -2.959
O -1.427 -5.841 5.078
C -1.422 -4.359 5.079
C -0.624 -4.043 3.819
O -0.391 -2.705 3.747
H -2.151 -6.042 4.543
H -2.443 -3.930 5.050
H -1.002 -4.058 5.919
H -1.269 -4.354 3.001
H 0.317 -4.507 3.517
H 0.234 -2.691 4.509
O -4.544 2.365 -0.264
C -3.562 3.215 0.259
C -2.911 2.580 1.471
O -1.837 3.503 1.843
H -5.199 2.441 0.324
H -2.891 3.496 -0.620
H -4.037 4.119 0.624
H -2.501 1.658 1.491
H -3.771 2.497 2.273
H -2.094 4.181 2.339
O -1.443 -0.891 1.846
C -0.570 -0.530 0.771
C 0.489 0.570 1.185
O 1.516 0.750 0.334
H -0.920 -1.322 2.383
H -0.144 -1.413 0.449
H -0.992 -0.372 -0.202
H 0.853 0.511 2.225
H -0.196 1.265 1.302
H 1.738 1.766 0.151
O -4.172 -1.882 -2.298
C -3.654 -1.575 -1.058
C -3.988 -2.643 0.028
O -3.823 -2.045 1.289
H -3.499 -2.647 -2.637
H -2.709 -1.529 -1.023
H -4.017 -0.685 -0.684
H -3.434 -3.547 0.049
H -4.934 -2.816 0.020
H -3.166 -1.288 1.355
*
```

Mulliken population analysis, charges in e, atoms 1 to 99:
1. O -0.50
2. C 0.18
3. C -0.35
4. O -0.57
5. H 0.27
6. H 0.00
7. H -0.04
8. H 0.72
9. H 0.02
10. H 0.30
11. O 0.09
12. C -0.30
13. C -0.80
14. O -0.58
15. H -0.25
16. H 0.39
17. H 0.40
18. H 0.59
19. H 0.08
20. H 0.39
21. O -0.57
22. C -0.37
23. C -0.09
24. O -0.55
25. H 0.29
26. H 0.32
27. H 0.37
28. H 0.02
29. H 0.28
30. H 0.30
31. O -0.64
32. C -0.69
33. C 0.48
34. O -0.40
35. H 0.37
36. H 0.40
37. H 0.08
38. H 0.41
39. H -0.14
40. H 0.01
41. O -0.57
42. C -0.40
43. C -0.45
44. O -0.41
45. H 0.30
46. H 0.22
47. H 0.26
48. H -0.14
49. H 0.82
50. H 0.39
51. O -0.49
52. C -0.45
53. C 0.39
54. O -0.61
55. H 0.07
56. H 0.46
57. H 0.19
58. H -0.19
59. H 0.05
60. H 0.36
61. O -0.55
62. C -0.59
63. C -0.31
64. O -0.46
65. H 0.32
66. H 0.22
67. H 0.53
68. H 0.24
69. H 0.31
70. H 0.27
71. O -0.48
72. C -0.39
73. C 0.21
74. O -0.49
75. H 0.28
76. H -0.07
77. H 0.56
78. H -0.07
79. H 0.28
80. H 0.24
81. O -0.68
82. C 0.56
83. C -0.58
84. O -0.17
85. H 0.25
86. H 0.55
87. H -0.48
88. H 0.19
89. H 0.21
90. H 0.33
91. O -0.66
92. C -0.08
93. C -0.66
94. O -0.63
95. H 0.47
96. H -0.26
97. H 0.78
98. H 0.14
99. H 0.58

***

orbital gap of number 3 (C20H60O20)? 0.3434 Ha